[1]
{
  "formula": "C7H9F",
  "method": "ωB97M-V/def2-TZVPD",
  "e_tot_ha": -371.7041,
  "max_force_ha_per_bohr": 0.0799,
  "e_lumo_ev": [0.683, -1.507],
  "spin_multiplicity": 3,
  "de_lowest_kj_mol": 0.0,
  "e_homo_ha": [-0.2060, -0.3025],
  "symbols": ["C", "C", "C", "C", "C", "C", "C", "F", "H", "H", "H", "H", "H", "H", "H", "H", "H"],
  "positions_angstrom": [[-0.90, -0.44, 1.36], [-1.14, 0.79, 0.57], [0.06, -1.21, 0.86], [-0.26, 1.05, -0.41], [0.79, 0.05, -0.80], [0.56, -2.58, 0.90], [-0.19, 2.27, -1.21], [2.19, 0.37, -0.67], [-1.53, -0.48, 2.22], [-1.88, 1.52, 0.67], [0.48, -0.52, -1.71], [0.31, -3.14, -0.13], [0.02, -3.01, 1.76], [1.71, -2.70, 1.06], [0.84, 2.66, -1.28], [-0.54, 3.18, -0.84], [-0.52, 2.17, -2.36]],
  "nbo_charge": [-0.371, -0.190, 0.189, -0.152, 0.294, -0.726, -0.644, -0.361, 0.215, 0.210, 0.164, 0.224, 0.243, 0.239, 0.229, 0.227, 0.208]
}

---

[2]
{
  "formula": "C7H9F4N4O",
  "method": "ωB97M-V/def2-TZVPD",
  "e_tot_ha": -965.2788,
  "max_force_ha_per_bohr": 0.1445,
  "e_lumo_ev": -5.247,
  "charge": 1,
  "e_homo_ha": -0.5194,
  "symbols": ["H", "N", "C", "C", "C", "N", "N", "C", "F", "N", "C", "C", "O", "C", "F", "F", "F", "H", "H", "H", "H", "H", "H", "H", "H"],
  "positions_angstrom": [[2.01, -4.07, -0.12], [1.17, -3.57, -0.54], [0.45, -3.05, 0.52], [-0.95, -2.16, 0.35], [-0.71, -0.82, 1.32], [-1.27, -0.86, 2.73], [-0.84, 0.37, 3.25], [-0.03, 1.22, 2.25], [0.60, 2.56, 2.48], [0.07, 0.45, 0.95], [0.76, 0.74, -0.36], [0.05, 1.90, -1.28], [1.01, 2.94, -1.77], [-0.66, 1.30, -2.67], [0.17, 0.22, -3.31], [-2.08, 0.88, -2.46], [-0.65, 2.43, -3.67], [0.86, -3.20, 1.62], [-1.13, -1.82, -0.76], [-1.89, -2.77, 0.73], [-1.01, 0.73, 4.23], [0.88, -0.31, -0.91], [1.87, 1.07, -0.09], [-0.78, 2.50, -0.70], [1.95, 2.67, -1.57]],
  "nbo_charge": [0.364, -0.556, 0.073, -0.513, 0.413, -0.154, -0.358, 0.768, -0.254, -0.398, -0.276, 0.012, -0.668, 0.966, -0.340, -0.330, -0.316, 0.194, 0.281, 0.305, 0.485, 0.302, 0.267, 0.247, 0.485]
}

---

[3]
{
  "formula": "C7H9FO2",
  "method": "ωB97M-V/def2-TZVPD",
  "e_tot_ha": -522.4099,
  "max_force_ha_per_bohr": 0.0955,
  "e_lumo_ev": 0.889,
  "de_lowest_kj_mol": 31.9,
  "e_homo_ha": -0.3169,
  "symbols": ["C", "C", "F", "C", "O", "C", "C", "C", "C", "O", "H", "H", "H", "H", "H", "H", "H", "H", "H"],
  "positions_angstrom": [[1.25, -1.63, 0.21], [0.73, -0.19, 0.44], [0.97, 0.13, 1.77], [1.46, 0.83, -0.43], [1.07, 2.11, 0.03], [-0.75, 0.04, 0.30], [-1.70, 0.53, 1.21], [-2.90, 0.55, 0.59], [-2.66, 0.11, -0.68], [-1.36, -0.24, -0.84], [0.80, -1.90, -0.79], [1.13, -2.32, 1.14], [2.37, -1.63, 0.12], [2.67, 0.75, -0.26], [1.22, 0.82, -1.50], [0.60, 1.98, 0.92], [-1.57, 0.86, 2.31], [-3.84, 1.00, 0.94], [-3.21, -0.02, -1.55]],
  "nbo_charge": [-0.647, 0.283, -0.361, -0.082, -0.723, 0.233, -0.303, -0.316, 0.076, -0.385, 0.232, 0.244, 0.222, 0.169, 0.201, 0.480, 0.241, 0.238, 0.198]
}

---

[4]
{
  "formula": "C7H9IMgNO2",
  "method": "ωB97M-V/def2-TZVPD",
  "e_tot_ha": -974.3999,
  "max_force_ha_per_bohr": 0.1949,
  "e_lumo_ev": -8.945,
  "charge": 1,
  "de_lowest_kj_mol": 298.4,
  "e_homo_ha": -0.4373,
  "symbols": ["C", "C", "N", "C", "C", "C", "C", "I", "C", "O", "O", "H", "H", "H", "H", "H", "H", "H", "H", "H", "Mg"],
  "positions_angstrom": [[2.43, 2.87, -0.68], [1.74, 1.66, -0.91], [1.02, 0.33, -0.98], [0.95, -0.37, 0.36], [-0.41, -1.24, 0.63], [-1.74, -0.35, 1.02], [-2.43, 0.44, -0.27], [-1.44, 0.98, 2.77], [2.20, -1.49, 0.35], [2.52, -1.97, -0.86], [2.86, -1.93, 1.59], [2.81, 3.99, -0.60], [0.10, 0.40, -1.46], [1.14, 0.42, 1.20], [-0.65, -1.99, -0.26], [-0.19, -1.93, 1.57], [-2.56, -1.13, 1.37], [-2.22, 1.61, -0.23], [-3.60, 0.25, -0.28], [-2.03, -0.06, -1.27], [-0.50, -0.50, -3.08]],
  "nbo_charge": [-0.213, 0.063, -0.658, -0.172, -0.471, -0.364, -0.613, 0.187, 0.726, -0.500, -0.488, 0.325, 0.262, 0.293, 0.214, 0.300, 0.257, 0.264, 0.270, 0.056, 1.264]
}

---

[5]
{
  "formula": "C7H9IN3",
  "method": "ωB97M-V/def2-TZVPD",
  "e_tot_ha": -733.7971,
  "max_force_ha_per_bohr": 0.0239,
  "e_lumo_ev": -4.092,
  "charge": 1,
  "de_lowest_kj_mol": 41.9,
  "e_homo_ha": -0.4714,
  "symbols": ["I", "C", "N", "C", "C", "C", "N", "C", "C", "N", "C", "H", "H", "H", "H", "H", "H", "H", "H", "H"],
  "positions_angstrom": [[0.08, 3.01, -2.74], [-0.91, 1.56, -1.60], [-1.69, 0.75, -2.18], [-2.36, -0.22, -1.47], [-1.93, -0.64, -0.28], [-0.72, 0.04, 0.31], [0.54, -0.55, -0.29], [1.74, 0.01, 0.36], [1.62, 1.52, 0.42], [0.57, 2.17, 0.22], [-0.66, 1.53, -0.09], [-3.22, -0.62, -1.98], [-2.39, -1.44, 0.27], [-0.67, -0.08, 1.39], [0.54, -0.31, -1.29], [0.52, -1.57, -0.21], [2.64, -0.27, -0.20], [1.84, -0.39, 1.38], [2.52, 2.07, 0.63], [-1.46, 2.10, 0.40]],
  "nbo_charge": [0.274, 0.157, -0.470, 0.038, -0.296, -0.092, -0.501, -0.311, 0.121, -0.350, -0.216, 0.239, 0.248, 0.250, 0.448, 0.451, 0.257, 0.252, 0.223, 0.277]
}

---

[6]
{
  "formula": "C7H9IS",
  "method": "ωB97M-V/def2-TZVPD",
  "e_tot_ha": -967.7089,
  "max_force_ha_per_bohr": 0.1011,
  "e_lumo_ev": -0.303,
  "de_lowest_kj_mol": 707.3,
  "e_homo_ha": -0.2918,
  "symbols": ["C", "C", "C", "C", "C", "C", "C", "S", "I", "H", "H", "H", "H", "H", "H", "H", "H", "H"],
  "positions_angstrom": [[0.20, 0.32, 0.86], [2.96, -1.17, 0.65], [-2.10, 3.24, -0.91], [-1.51, 2.07, -0.74], [-0.50, -0.89, 0.29], [1.75, -1.95, 0.78], [0.59, -1.86, -0.11], [-0.49, 1.83, 0.78], [2.63, 0.68, -0.19], [-2.44, 3.51, -1.91], [-1.75, 4.09, -0.36], [-1.55, 1.18, -1.26], [-0.98, -1.37, 1.01], [-1.24, -0.69, -0.45], [2.03, -3.02, 1.06], [1.40, -1.41, 1.69], [0.05, -2.84, -0.09], [0.94, -1.71, -1.10]],
  "nbo_charge": [-0.360, -0.069, -0.407, -0.327, -0.531, -0.656, -0.395, 0.391, 0.312, 0.208, 0.206, 0.199, 0.238, 0.188, 0.247, 0.332, 0.215, 0.211]
}

---

[7]
{
  "formula": "C7H9N",
  "method": "ωB97M-V/def2-TZVPD",
  "e_tot_ha": -326.8779,
  "max_force_ha_per_bohr": 0.0288,
  "e_lumo_ev": 1.008,
  "de_lowest_kj_mol": 34.4,
  "e_homo_ha": -0.2830,
  "symbols": ["C", "N", "C", "C", "C", "C", "C", "C", "H", "H", "H", "H", "H", "H", "H", "H", "H"],
  "positions_angstrom": [[-0.38, 2.74, 0.64], [0.31, 1.84, -0.26], [0.13, 0.49, -0.22], [-0.46, -0.12, 0.91], [-0.62, -1.47, 1.02], [-0.02, -2.32, 0.09], [0.57, -1.77, -1.03], [0.61, -0.38, -1.22], [-1.43, 2.51, 0.84], [-0.43, 3.74, 0.20], [0.16, 2.79, 1.59], [0.55, 2.29, -1.12], [-0.85, 0.49, 1.71], [-1.00, -1.91, 1.93], [-0.01, -3.40, 0.15], [1.01, -2.42, -1.77], [0.97, 0.06, -2.14]],
  "nbo_charge": [-0.413, -0.593, 0.188, -0.291, -0.185, -0.266, -0.183, -0.273, 0.190, 0.206, 0.192, 0.384, 0.210, 0.211, 0.211, 0.209, 0.204]
}

---

[8]
{
  "formula": "C7H9N",
  "method": "ωB97M-V/def2-TZVPD",
  "e_tot_ha": -326.8439,
  "max_force_ha_per_bohr": 0.0116,
  "e_lumo_ev": 1.019,
  "de_lowest_kj_mol": 123.5,
  "e_homo_ha": -0.3589,
  "symbols": ["C", "C", "C", "N", "C", "C", "H", "H", "H", "H", "H", "C", "C", "H", "H", "H", "H"],
  "positions_angstrom": [[-1.66, 1.36, 0.73], [-1.27, 0.40, 1.67], [0.09, 0.12, 1.81], [1.05, 0.72, 1.10], [0.66, 1.64, 0.20], [-0.67, 1.98, -0.02], [-2.72, 1.60, 0.59], [-2.01, -0.12, 2.29], [0.43, -0.62, 2.54], [1.46, 2.11, -0.38], [-0.92, 2.74, -0.77], [1.58, -2.09, -1.53], [0.27, -1.89, -1.72], [2.13, -1.53, -0.76], [2.14, -2.81, -2.13], [-0.29, -1.17, -1.11], [-0.28, -2.45, -2.49]],
  "nbo_charge": [-0.173, -0.264, 0.030, -0.421, 0.031, -0.264, 0.221, 0.223, 0.197, 0.197, 0.223, -0.390, -0.395, 0.205, 0.192, 0.196, 0.192]
}

---

[9]
{
  "formula": "C7H9N",
  "method": "ωB97M-V/def2-TZVPD",
  "e_tot_ha": -326.7042,
  "max_force_ha_per_bohr": 0.0137,
  "e_lumo_ev": 0.345,
  "de_lowest_kj_mol": 490.4,
  "e_homo_ha": -0.2808,
  "symbols": ["C", "C", "C", "C", "C", "C", "C", "N", "H", "H", "H", "H", "H", "H", "H", "H", "H"],
  "positions_angstrom": [[1.01, 1.24, 0.12], [2.38, 1.73, -0.20], [-0.16, -0.14, -0.81], [-0.33, -1.32, -0.05], [-0.04, 1.19, -0.83], [-1.74, -1.64, 0.30], [-2.74, -0.77, 0.40], [0.66, -2.09, 0.25], [0.85, 0.82, 1.10], [0.33, -2.93, 0.72], [-0.22, 1.88, -1.64], [-1.91, -2.69, 0.55], [2.86, 2.14, 0.69], [2.38, 2.49, -0.98], [3.01, 0.90, -0.54], [-2.61, 0.28, 0.20], [-3.72, -1.08, 0.74]],
  "nbo_charge": [-0.064, -0.668, 0.051, 0.125, -0.259, -0.230, -0.352, -0.660, 0.218, 0.327, 0.206, 0.209, 0.229, 0.217, 0.242, 0.201, 0.205]
}

---

[10]
{
  "formula": "C7H9N2",
  "method": "ωB97M-V/def2-TZVPD",
  "e_tot_ha": -381.1706,
  "max_force_ha_per_bohr": 0.1076,
  "e_lumo_ev": [-5.058, -4.853],
  "charge": 1,
  "de_lowest_kj_mol": 612.1,
  "e_homo_ha": [-0.4473, -0.4418],
  "symbols": ["C", "C", "C", "C", "C", "C", "C", "N", "N", "H", "H", "H", "H", "H", "H", "H", "H", "H"],
  "positions_angstrom": [[-2.66, 1.00, -0.58], [-2.50, -0.39, -0.44], [0.64, 1.00, 0.07], [-0.60, 0.73, -0.22], [-0.71, -1.74, -0.08], [2.24, -0.35, 0.69], [2.08, 1.05, 0.16], [-1.55, 1.68, -0.30], [-1.19, -0.52, -0.25], [-3.60, 1.47, -0.81], [-3.23, -1.19, -0.73], [0.34, -1.90, 0.07], [-1.46, -2.46, -0.24], [2.41, -0.57, 1.73], [2.27, -1.15, -0.06], [2.44, 1.27, -0.82], [2.52, 1.79, 0.85], [-1.40, 2.69, -0.40]],
  "nbo_charge": [0.083, -0.153, 0.108, 0.173, -0.047, -0.236, -0.531, -0.523, -0.243, 0.247, 0.267, 0.221, 0.210, 0.229, 0.205, 0.271, 0.257, 0.461]
}

---

[11]
{
  "formula": "C7H9N2O",
  "method": "ωB97M-V/def2-TZVPD",
  "e_tot_ha": -456.4611,
  "max_force_ha_per_bohr": 0.0979,
  "e_lumo_ev": -3.862,
  "charge": 1,
  "de_lowest_kj_mol": 508.5,
  "e_homo_ha": -0.4701,
  "symbols": ["C", "N", "C", "N", "C", "C", "C", "C", "C", "O", "H", "H", "H", "H", "H", "H", "H", "H", "H"],
  "positions_angstrom": [[-2.30, -1.00, 0.26], [-1.12, -0.35, -0.29], [-0.18, -1.12, -0.66], [0.50, -1.96, -1.14], [-1.11, 1.01, -0.15], [-0.17, 1.89, -0.40], [1.22, 1.75, -0.71], [2.11, 0.96, -0.16], [2.82, 0.17, 0.61], [2.99, -1.16, 0.20], [-2.59, -1.80, -0.31], [-1.97, -1.37, 1.28], [-3.22, -0.34, 0.40], [1.18, -2.64, -1.26], [-2.17, 1.31, 0.11], [-0.61, 2.90, -0.12], [1.58, 2.35, -1.54], [3.26, 0.36, 1.51], [3.42, -1.63, 0.83]],
  "nbo_charge": [-0.397, -0.434, 0.796, -0.464, -0.029, -0.197, -0.286, 0.006, 0.074, -0.698, 0.227, 0.228, 0.259, 0.481, 0.233, 0.260, 0.249, 0.209, 0.482]
}

---

[12]
{
  "formula": "C7H9N2O2",
  "method": "ωB97M-V/def2-TZVPD",
  "e_tot_ha": -531.6143,
  "max_force_ha_per_bohr": 0.0937,
  "e_lumo_ev": [-5.156, -5.156],
  "charge": 1,
  "de_lowest_kj_mol": 777.9,
  "e_homo_ha": [-0.4791, -0.4791],
  "symbols": ["C", "O", "N", "C", "C", "C", "C", "C", "C", "N", "O", "H", "H", "H", "H", "H", "H", "H", "H", "H"],
  "positions_angstrom": [[-1.10, -2.47, -2.06], [-1.44, -1.22, -1.40], [-0.47, -0.48, -1.00], [-0.39, 0.32, 0.04], [-1.11, 0.38, 1.27], [-0.47, 1.05, 2.31], [0.89, 1.46, 2.22], [1.52, 1.61, 1.05], [0.75, 1.33, -0.12], [1.47, 0.62, -1.20], [0.48, -0.10, -1.98], [-2.03, -2.83, -2.48], [-0.73, -3.17, -1.26], [-0.67, -2.41, -2.96], [-2.12, -0.01, 1.28], [-0.79, 1.03, 3.38], [1.33, 1.84, 3.22], [2.47, 1.95, 0.86], [0.22, 2.27, -0.45], [2.00, 1.15, -1.93]],
  "nbo_charge": [-0.278, -0.277, 0.268, 0.304, -0.287, -0.062, -0.239, -0.093, -0.158, -0.311, -0.202, 0.233, 0.218, 0.216, 0.262, 0.259, 0.257, 0.241, 0.241, 0.407]
}